{
  "formula": "C23H55N3O2OsP4",
  "method": "the ωB97M-V functional and the def2-TZVPD basis",
  "elements": ["Os", "P", "P", "P", "H", "C", "C", "H", "C", "C", "C", "C", "C", "C", "C", "C", "C", "H", "H", "H", "H", "H", "H", "H", "H", "H", "H", "H", "H", "H", "H", "H", "H", "H", "H", "H", "H", "H", "H", "H", "H", "H", "H", "H", "H", "H", "C", "C", "C", "C", "C", "C", "O", "H", "H", "H", "H", "H", "H", "C", "N", "C", "P", "O", "N", "C", "C", "N", "C", "C", "H", "H", "H", "H", "H", "H", "H", "H", "H", "H", "H", "H", "H", "H", "H", "H", "H", "H"],
  "positions_angstrom": [[1.210954, 0.178793, -2.307995], [2.295402, 0.866661, -0.147073], [-0.104086, 1.864305, -1.421157], [3.146925, -0.846284, -2.875550], [-0.277664, -1.078557, 1.076860], [0.211725, -2.044645, 0.842105], [1.253820, -2.490258, 1.533728], [1.581704, -1.983173, 2.438227], [1.534152, 1.372482, 1.464327], [3.045250, 2.474537, -0.692509], [3.735673, -0.135917, 0.548706], [-1.757062, 1.047075, -1.354177], [-0.419261, 3.207969, -0.161241], [0.270489, 2.962773, -2.998356], [3.796532, -2.343820, -1.973965], [4.594166, 0.292531, -3.000563], [3.054478, -1.482498, -4.577409], [0.158530, -2.249897, -0.256663], [1.847255, -3.285726, 1.090566], [2.148551, 1.017795, 2.315820], [0.495952, 1.012453, 1.564544], [1.509843, 2.468987, 1.577712], [2.344581, 3.007468, -1.362830], [4.008838, 2.285729, -1.199277], [3.217808, 3.111331, 0.191251], [3.353656, -1.162129, 0.750100], [4.059191, 0.315224, 1.514786], [4.585003, -0.128578, -0.169372], [-2.391207, 1.333337, -2.209433], [-2.232530, 1.260296, -0.379510], [-1.574808, -0.024521, -1.444017], [-0.989000, 4.011247, -0.711489], [0.587002, 3.555407, 0.209925], [-1.042955, 2.696145, 0.631125], [-0.615789, 3.557243, -3.266945], [0.522750, 2.323990, -3.873265], [1.184440, 3.557995, -2.857489], [4.076660, -3.157368, -2.680928], [2.992416, -2.755373, -1.336216], [4.674094, -2.133498, -1.321412], [5.200966, 0.092398, -3.893047], [5.255155, 0.273287, -2.124929], [4.222033, 1.317986, -3.091367], [4.039898, -1.697648, -5.023359], [2.540597, -0.750465, -5.204359], [2.442287, -2.391116, -4.614807], [-0.595076, -1.727433, -3.712419], [-1.362502, -0.599951, -4.187996], [-2.053138, -0.643445, -5.395046], [-1.984472, -1.760427, -6.235236], [-1.266913, -2.885871, -5.800035], [-0.633024, -2.896686, -4.554133], [0.225821, -1.719154, -2.671509], [0.374423, 1.064147, -3.454799], [-1.397047, 0.354252, -3.691694], [-2.679805, 0.173991, -5.694541], [-2.495452, -1.800993, -7.201134], [-1.201202, -3.809245, -6.398092], [-0.061376, -3.749635, -4.206488], [-0.186719, -1.324166, 4.463613], [-1.492488, -1.222971, 3.835279], [-1.936229, -2.484271, 3.266808], [-2.054112, 0.177766, 3.155360], [-1.577234, 0.680697, 1.832244], [-3.709908, -0.108928, 3.108989], [-4.546581, 0.659680, 2.207541], [-4.393222, -0.501908, 4.339744], [-1.621793, 1.248967, 4.378661], [-1.455497, 2.666637, 4.053568], [-1.871528, 0.962003, 5.782185], [0.549367, -1.780926, 3.795277], [-0.251671, -1.959804, 5.357330], [0.172795, -0.339650, 4.743836], [-1.648227, -3.314081, 3.933794], [-3.029997, -2.508425, 3.168774], [-1.492742, -2.717642, 2.282701], [-4.092125, 0.719935, 1.224390], [-5.494516, 0.139226, 2.136655], [-4.742046, 1.659795, 2.584693], [-5.344883, -0.960078, 4.039832], [-3.807013, -1.241662, 4.905214], [-4.632929, 0.370601, 4.969671], [-0.616880, 2.828993, 3.360744], [-2.368984, 3.110175, 3.624532], [-1.225722, 3.197231, 4.983061], [-2.708490, 0.273227, 5.925462], [-0.976056, 0.537391, 6.248347], [-2.109213, 1.908681, 6.275743]],
  "forces_ev_per_a": [[-2.0, -3.1, 2.5], [2.3, 1.0, 0.9], [-2.1, 3.2, -1.5], [4.5, -1.7, -1.2], [-0.1, -0.9, 0.4], [0.9, 2.1, -2.0], [0.2, 0.2, -0.6], [0.0, -0.6, -0.1], [-1.0, 0.0, 0.3], [0.1, -0.1, 0.1], [-0.3, -0.1, -0.5], [-0.1, -0.1, -0.6], [1.0, -0.6, 0.4], [-0.8, 0.0, 0.4], [-0.3, -0.3, 0.6], [-0.2, 0.6, 0.2], [-1.0, 0.0, -0.5], [-0.5, -0.7, 1.2], [0.1, -0.1, 0.5], [-0.3, -0.2, -0.7], [0.4, 0.0, 0.1], [0.1, -0.5, -0.3], [0.7, -0.2, 0.3], [-0.5, 0.3, 0.2], [0.1, -0.3, -0.4], [0.5, 0.7, -0.2], [-0.3, -0.1, -0.8], [-0.6, -0.2, 0.6], [0.1, 0.1, 0.5], [0.3, -0.1, -0.5], [-0.3, -0.1, 0.2], [0.6, -0.8, 0.6], [-1.5, 0.1, -0.2], [0.9, 0.9, -0.6], [0.4, 0.2, 0.2], [-0.3, 1.0, 0.2], [-0.6, 0.2, 0.2], [-0.2, 0.8, 0.2], [0.3, 0.1, -0.2], [-0.7, 0.1, -0.6], [-0.3, -0.2, 0.2], [-0.2, -0.2, -0.2], [0.1, -0.1, -0.2], [-0.2, 0.2, 0.5], [0.2, 0.1, -0.1], [0.2, 0.1, 0.1], [0.3, 0.1, -0.8], [-0.7, 0.1, -1.3], [0.5, 0.1, 1.4], [0.0, -1.0, -0.3], [0.8, -1.1, 1.2], [-0.2, 0.0, -0.7], [-0.3, 2.1, -1.3], [1.0, -1.9, 0.9], [0.0, -0.2, 0.4], [0.0, 0.5, 0.0], [0.1, 0.2, 0.3], [-0.1, 0.7, 0.2], [-0.2, -0.1, -0.1], [0.5, -0.1, 0.3], [-0.4, 0.7, -0.8], [-0.6, -1.2, -0.4], [1.5, -1.8, -0.3], [-0.4, 0.0, 0.6], [0.2, 1.0, 1.1], [0.0, -0.2, -0.5], [-0.4, -0.8, 0.1], [-1.0, 0.8, -0.2], [0.4, 0.4, 0.1], [-0.2, 0.4, 0.5], [-0.4, 0.1, 0.3], [0.0, 0.2, -0.1], [0.2, 0.0, 0.1], [-0.2, 0.4, -0.1], [0.3, -0.1, 0.0], [-0.2, 0.2, 0.5], [0.1, 0.0, 0.0], [-0.2, 0.0, -0.1], [-0.1, 0.2, 0.2], [0.2, 0.1, 0.2], [-0.2, 0.4, -0.3], [0.0, -0.1, -0.2], [-0.4, -0.2, 0.1], [0.2, -0.2, 0.1], [-0.1, 0.0, -0.3], [0.3, 0.0, 0.0], [-0.1, 0.0, 0.0], [0.0, -0.3, 0.1]],
  "gap_ev": [5.94, 5.21],
  "total_charge": 4,
  "s2": 6.0489,
  "spin_multiplicity": 5,
  "homo_ev": [-19.0998, -19.0530],
  "e_above_lowest_kj_mol": 572.8,
  "e_tot_ha": -2678.545351
}